(1)
ORCA calculation (ωB97M-V with the def2-TZVPD basis set) on a cluster of 2 separate species, C3H10NO in total.

The energy above the lowest of the compared OMol25 structures with the same formula, charge and spin is 228.6 kJ/mol. The value obtained for the electronic energy is -249.96674 hartree. The value obtained for the highest occupied orbital energy is -14.8 eV. Its HOMO-LUMO gap is 0.3551 Ha.

```
! wB97M-V def2-TZVPD RIJCOSX def2/J DEFGRID3
* xyz 1 1
O 0.9888 -0.4284 -1.7051
N -0.3665 -0.6801 0.8680
C -1.7888 -0.0982 0.9209
C 0.1851 -0.8023 2.0115
C 1.2352 1.0103 -1.7565
H 0.6105 1.4043 -2.5168
H 0.9660 1.6164 -0.9451
H -0.5523 -0.9140 2.7921
H -1.7994 0.9137 1.3485
H -2.5241 -0.6202 1.5983
H 1.3435 -0.7676 1.9385
H 2.2974 1.0206 -1.9253
H 0.1071 -0.7776 -0.0704
H -2.1874 0.0228 -0.1676
H 1.4850 -0.8997 -2.3909
*
```

***

(2)
ORCA calculation (ωB97M-V with the def2-TZVPD basis set) on a cluster of 2 separate species, C3H10NO in total.

The energy above the lowest of the compared OMol25 structures with the same formula, charge and spin is 541.3 kJ/mol. The value obtained for the electronic energy is -249.84765 hartree. The value obtained for the highest occupied orbital energy is -12.8 eV. Its HOMO-LUMO gap is 0.1538 Ha.

```
! wB97M-V def2-TZVPD RIJCOSX def2/J DEFGRID3
* xyz 1 1
O -2.9477 -1.3251 0.8314
N 1.7418 -0.3865 -0.8233
C -2.2801 -0.2600 0.1076
C 2.7472 0.6663 -0.6684
C -1.2497 0.3106 0.9112
H -3.0521 0.4702 -0.1858
H 2.2352 1.5796 -0.3743
H 3.5505 0.3764 0.0073
H 3.1803 0.8985 -1.6431
H -2.0584 -0.8493 -0.7942
H -0.8810 -0.2839 1.7422
H 1.8834 -0.9904 -1.6079
H -2.6353 -1.3259 1.7449
H -1.1909 1.3966 0.9760
H 0.9569 -0.2772 -0.2235
*
```

***

(3)
ORCA calculation (ωB97M-V with the def2-TZVPD basis set) on the ion C3H10NO with charge +1.

The energy above the lowest of the compared OMol25 structures with the same formula, charge and spin is 83.8 kJ/mol. The value obtained for the electronic energy is -250.02191 hartree. The value obtained for the highest occupied orbital energy is -14.9 eV. Its HOMO-LUMO gap is 0.4147 Ha.

```
! wB97M-V def2-TZVPD RIJCOSX def2/J DEFGRID3
* xyz 1 1
O -2.3826 0.7832 0.6858
N 0.8691 -0.5367 -0.4059
C -0.4153 0.2286 -0.6203
C -1.5260 -0.2594 0.3123
C 1.9094 0.1440 0.4567
H -2.7444 1.2224 -0.0836
H 2.8799 0.0401 -0.0195
H 1.6485 1.1932 0.5499
H 0.6386 -1.4386 0.0139
H -0.2210 1.2826 -0.4245
H -2.0894 -1.0703 -0.1622
H -0.6961 0.1213 -1.6683
H 1.2867 -0.7457 -1.3115
H 1.9327 -0.3286 1.4351
H -1.0902 -0.6360 1.2420
*
```

***

(4)
ORCA calculation (ωB97M-V with the def2-TZVPD basis set) on a cluster of 2 separate species, C3H10NO in total.

The energy above the lowest of the compared OMol25 structures with the same formula, charge and spin is 545.4 kJ/mol. The value obtained for the electronic energy is -249.84608 hartree. The value obtained for the highest occupied orbital energy is -13.2 eV. Its HOMO-LUMO gap is 0.1502 Ha.

```
! wB97M-V def2-TZVPD RIJCOSX def2/J DEFGRID3
* xyz 1 1
O -0.9370 -0.8117 -1.2433
N -0.3365 3.7960 1.1550
C 0.6825 -0.0930 0.5412
C -0.0126 -1.1700 -0.0580
C 0.5928 -2.4259 -0.6178
H 0.5285 3.6160 0.7328
H -0.7400 -1.5530 0.6540
H 0.5508 0.0589 1.6327
H -0.5532 3.1579 1.8818
H -0.2578 -3.0404 -0.9207
H 1.6038 0.2966 0.0839
H 1.1260 -2.4317 -1.5439
H -0.6826 0.0389 -1.5469
H -0.3675 4.7384 1.5070
H 1.0672 -2.8265 0.1882
*
```

***

(5)
ORCA calculation (ωB97M-V with the def2-TZVPD basis set) on a cluster of 2 separate species, C3H10NO in total.

The energy above the lowest of the compared OMol25 structures with the same formula, charge and spin is 542.4 kJ/mol. The value obtained for the electronic energy is -249.84721 hartree. The value obtained for the highest occupied orbital energy is -13.7 eV. Its HOMO-LUMO gap is 0.1847 Ha.

```
! wB97M-V def2-TZVPD RIJCOSX def2/J DEFGRID3
* xyz 1 1
O 3.1929 0.0128 -0.7005
N -1.8771 0.7166 0.7031
C 2.1287 0.1475 0.3185
C 0.9559 -0.7082 0.1699
C -2.4472 0.2972 -0.5384
H 2.5529 -0.0259 1.3153
H 0.6341 -0.9746 -0.8363
H -1.6384 0.1499 -1.2823
H 0.8180 -1.5778 0.8077
H -0.8831 0.5889 0.7751
H -2.8975 -0.7173 -0.5607
H -2.4619 0.6439 1.5211
H 3.0531 -0.8504 -1.1187
H 2.0152 1.2386 0.3153
H -3.1454 1.0590 -0.8890
*
```

***

(6)
ORCA calculation (ωB97M-V with the def2-TZVPD basis set) on a cluster of 2 separate species, C3H10NO in total.

The energy above the lowest of the compared OMol25 structures with the same formula, charge and spin is 33.0 kJ/mol. The value obtained for the electronic energy is -250.04126 hartree. The value obtained for the highest occupied orbital energy is -14.9 eV. Its HOMO-LUMO gap is 0.4135 Ha.

```
! wB97M-V def2-TZVPD RIJCOSX def2/J DEFGRID3
* xyz 1 1
O -0.0560 0.1550 1.0495
N -2.4695 0.7481 1.6930
C 1.4882 -1.1000 -1.7177
C 1.7636 -0.1904 -0.4865
C 0.4339 0.3348 -0.0617
H -2.6172 1.4985 1.0283
H -3.1945 -0.0125 1.4552
H -2.6776 1.1492 2.6519
H -1.3981 0.3996 1.5358
H 0.8993 -0.4634 -2.3934
H 2.2328 -0.7589 0.3300
H 2.4598 -1.3391 -2.1809
H 0.8956 -1.9866 -1.4121
H -0.1802 0.8733 -0.8045
H 2.4198 0.6926 -0.6869
*
```

***

(7)
ORCA calculation (ωB97M-V with the def2-TZVPD basis set) on a cluster of 2 separate species, C3H10NO2 in total.

The energy above the lowest of the compared OMol25 structures with the same formula, charge and spin is 55.9 kJ/mol. The value obtained for the electronic energy is -325.53338 hartree. The value obtained for the highest occupied orbital energy is -3.0 eV. Its HOMO-LUMO gap is 0.2668 Ha.

```
! wB97M-V def2-TZVPD RIJCOSX def2/J DEFGRID3
* xyz -1 1
O 0.4197 2.6401 -1.4474
O 0.5675 1.2546 0.8757
N -0.2922 -1.9567 -1.1899
C 0.7695 -0.0585 1.1315
C -1.1702 -1.1330 -0.2718
C -0.5056 -0.9053 1.0853
H -0.2803 -1.9385 1.4379
H -2.1050 -1.6794 -0.2587
H -0.4744 -2.9236 -0.9523
H -1.2377 -0.1661 -0.7807
H 1.4844 -0.5257 0.4409
H 0.6650 -1.7928 -0.9097
H 0.2484 1.9954 -0.7123
H 1.2668 2.3293 -1.7874
H 1.1764 -0.2197 2.1602
H -1.2452 -0.5606 1.8133
*
```

***

(8)
ORCA calculation (ωB97M-V with the def2-TZVPD basis set) on a cluster of 2 separate species, C3H10NO2 in total.

The energy above the lowest of the compared OMol25 structures with the same formula, charge and spin is 143.5 kJ/mol. The value obtained for the electronic energy is -325.26287 hartree. The value obtained for the highest occupied orbital energy is -14.8 eV. Its HOMO-LUMO gap is 0.4079 Ha.

```
! wB97M-V def2-TZVPD RIJCOSX def2/J DEFGRID3
* xyz 1 1
O 2.2547 0.9562 0.3714
O -0.6867 1.2502 -1.3633
N -0.3311 0.3244 1.2106
C -0.9317 0.0538 -1.2009
C -0.9725 -0.5821 0.1283
C -0.1332 -1.9711 0.3345
H 0.1015 -1.9783 1.3911
H 0.0174 -0.1783 2.0300
H -0.5268 -2.9987 0.0742
H 2.4504 1.5287 -0.3959
H -2.0069 -0.7971 0.4631
H -1.2682 -0.5733 -2.0353
H -0.9429 1.1161 1.4908
H 2.7228 0.1613 0.2828
H 0.8125 -1.9330 -0.3237
H 0.6381 0.7263 0.9125
*
```

***

(9)
ORCA calculation (ωB97M-V with the def2-TZVPD basis set) on the molecule C3H10NO2P.

The energy above the lowest of the compared OMol25 structures with the same formula, charge and spin is 284.8 kJ/mol. The value obtained for the electronic energy is -666.88783 hartree. The value obtained for the highest occupied orbital energy is -9.2 eV. Its HOMO-LUMO gap is 0.3620 Ha.

```
! wB97M-V def2-TZVPD RIJCOSX def2/J DEFGRID3
* xyz 0 1
P -0.4158 -0.8414 1.5825
O -1.3120 0.1959 2.3400
O 0.7618 -1.3107 2.4345
N 0.6591 1.3917 0.6017
C -1.1720 0.2982 -0.9208
C 0.1297 0.1725 0.0398
C 1.1675 -0.8474 -0.4727
H -0.1185 1.8745 1.1175
H -1.2552 -0.7810 -1.3928
H -1.9253 0.6136 -0.1993
H -0.8798 1.0949 -1.5978
H -1.5288 -1.5361 1.2525
H 2.0462 -0.9303 0.3087
H 1.2245 1.9235 -0.0512
H 0.5805 -1.7900 -0.5169
H 1.5341 -0.3988 -1.4685
H -0.9169 0.8642 3.0194
*
```

***

(10)
ORCA calculation (ωB97M-V with the def2-TZVPD basis set) on a cluster of 2 separate species, C3H10NO2S2 in total.

The energy above the lowest of the compared OMol25 structures with the same formula, charge and spin is 82.8 kJ/mol. The value obtained for the electronic energy is -1121.64371 hartree. The value obtained for the highest occupied orbital energy is -12.9 eV. Its HOMO-LUMO gap is 0.3449 Ha.

```
! wB97M-V def2-TZVPD RIJCOSX def2/J DEFGRID3
* xyz 1 1
S 2.1671 1.6422 -0.6684
S 3.1409 0.2627 -1.7479
O -0.2375 -0.9738 -1.4220
O -2.4544 -2.0203 0.0009
N -1.0729 -0.0466 1.1994
C -0.2315 0.2072 -1.2317
C 1.2591 0.8164 0.7102
C -0.2287 0.7684 0.2063
H 4.3790 0.4174 -1.2381
H 1.3127 1.5020 1.5986
H -3.1264 -1.7921 -0.6642
H -0.3088 0.9543 -2.0314
H 1.5482 -0.1617 1.1210
H -0.5531 -0.2714 2.0499
H -0.5585 1.8088 0.3637
H -1.8078 -2.6186 -0.3942
H -1.9259 0.4489 1.4480
H -1.3014 -0.9437 0.7002
*
```

***

(11)
ORCA calculation (ωB97M-V with the def2-TZVPD basis set) on a cluster of 2 separate species, C3H10NO2Si in total.

The energy above the lowest of the compared OMol25 structures with the same formula, charge and spin is 225.2 kJ/mol. The value obtained for the electronic energy is -614.79349 hartree. The value obtained for the highest occupied orbital energy is -13.7 eV. Its HOMO-LUMO gap is 0.3615 Ha.

```
! wB97M-V def2-TZVPD RIJCOSX def2/J DEFGRID3
* xyz 1 1
Si -0.9478 -0.4075 0.1297
O -1.7800 -0.5117 1.4717
O -1.8265 -0.0827 -1.0961
N 1.1559 -1.6179 -0.9929
C 0.0200 2.1726 0.6721
C 0.5406 -1.5738 0.3002
C 0.7545 1.7079 -0.3443
H 1.7138 1.1441 -0.3132
H 1.7639 -2.4609 -1.0716
H -2.0319 -0.4545 -1.9050
H 0.2579 -2.7039 0.5776
H 1.2397 -1.0644 1.0300
H 0.2734 2.2038 1.7006
H -0.8480 2.7844 0.5916
H -2.6600 -0.3708 1.6689
H 1.7648 -0.8043 -0.9855
H 0.6096 2.0397 -1.4338
*
```

***

(12)
ORCA calculation (ωB97M-V with the def2-TZVPD basis set) on a cluster of 2 separate species, C3H10NO3 in total.

The energy above the lowest of the compared OMol25 structures with the same formula, charge and spin is 87.5 kJ/mol. The value obtained for the electronic energy is -400.64670 hartree. The value obtained for the highest occupied orbital energy (alpha / beta) is -4.3 / -7.7 eV. Its HOMO-LUMO gap (alpha / beta) is 0.1743 / 0.2981 Ha.

```
! wB97M-V def2-TZVPD RIJCOSX def2/J DEFGRID3
* xyz 0 2
O -1.8252 -0.5859 -1.2794
O 1.4392 0.9321 1.2708
O -0.2796 -0.8233 2.1364
N 0.4597 -1.1009 -0.3551
C 0.3999 0.2585 -0.9209
C -1.0802 0.6455 -1.1786
C 1.0439 1.2544 0.0804
H -1.2229 1.2039 -2.1035
H 1.2743 2.2366 -0.3452
H 1.0004 0.4216 -1.8177
H -1.3720 1.3105 -0.3607
H 0.0576 -1.3898 2.8420
H 1.4462 -1.3927 -0.3508
H -2.5973 -0.4822 -1.8240
H 0.4022 -1.2440 0.7407
H -0.2700 -1.7339 -0.6831
H 0.0662 0.0810 2.2961
*
```

***

(13)
ORCA calculation (ωB97M-V with the def2-TZVPD basis set) on a structure of composition C3H10NO6S.

The energy above the lowest of the compared OMol25 structures with the same formula, charge and spin is 0.0 kJ/mol. The value obtained for the electronic energy is -1024.38363 hartree. The value obtained for the highest occupied orbital energy is -14.8 eV. Its HOMO-LUMO gap is 0.4302 Ha.

```
! wB97M-V def2-TZVPD RIJCOSX def2/J DEFGRID3
* xyz 1 1
S 0.9588 0.2596 -0.7518
O 3.5752 0.7627 -0.5707
O 0.8757 1.3866 -1.6601
O 0.9378 -0.9403 -1.6031
O 2.2469 1.5845 1.1386
O 2.8478 -0.5835 0.9810
O -0.1407 0.3073 0.2942
N -0.2530 -2.9240 -0.6066
C -0.8551 -2.0881 0.5606
C -0.0650 -0.9302 1.1080
C 2.5734 0.5126 0.2957
H 0.3681 -2.0796 -1.3132
H -1.0867 -3.3263 -1.1062
H -0.8947 -2.8371 1.3238
H 0.3850 -3.5798 -0.2877
H 0.9281 -1.1286 1.3090
H 2.4700 2.4686 0.8341
H 3.8104 -0.7787 0.8874
H -1.8701 -1.8681 0.2857
H 3.2718 1.3849 -1.3660
H -0.5186 -0.4819 2.0015
*
```

***

(14)
ORCA calculation (ωB97M-V with the def2-TZVPD basis set) on a cluster of 2 separate species, C3H10NOP in total.

The energy above the lowest of the compared OMol25 structures with the same formula, charge and spin is 470.0 kJ/mol. The value obtained for the electronic energy is -591.50371 hartree. The value obtained for the highest occupied orbital energy (alpha / beta) is -8.8 / -9.7 eV. Its HOMO-LUMO gap (alpha / beta) is 0.2726 / 0.3557 Ha.

```
! wB97M-V def2-TZVPD RIJCOSX def2/J DEFGRID3
* xyz 0 1
P 1.2440 0.3745 -0.0285
O 2.2681 -0.6135 0.1618
N -0.0157 0.3064 0.9491
C -0.5521 -2.3181 0.7667
C -1.2390 1.0119 0.8886
C 0.8464 0.6956 -1.8211
H 0.5561 1.7022 -2.1678
H -1.0321 1.9633 1.5407
H 0.4070 -2.8996 0.6299
H -1.7247 1.0425 -0.0569
H -1.0799 -2.3095 1.7303
H 1.6879 1.6689 0.4111
H 1.7919 0.4575 -2.2964
H 0.0010 0.1253 -2.0849
H -1.1390 -1.8205 -0.1132
H -2.0198 0.6131 1.4908
*
```

***

(15)
ORCA calculation (ωB97M-V with the def2-TZVPD basis set) on the ion C3H10NOP2 with charge +1.

The energy above the lowest of the compared OMol25 structures with the same formula, charge and spin is 258.6 kJ/mol. The value obtained for the electronic energy is -932.62772 hartree. The value obtained for the highest occupied orbital energy is -13.0 eV. Its HOMO-LUMO gap is 0.3178 Ha.

```
! wB97M-V def2-TZVPD RIJCOSX def2/J DEFGRID3
* xyz 1 1
P -2.1520 -0.9528 -0.0920
P -1.4453 2.0084 -0.3223
O -0.6003 -1.1366 0.4380
N 1.1673 0.9989 0.1525
C -0.0878 1.5947 0.5953
C 1.0526 -0.0272 -0.9693
C 0.5519 -1.3527 -0.3247
H 1.5286 -1.6958 0.2906
H 1.8110 1.6928 -0.3221
H 1.6474 0.4763 0.9063
H 1.9310 -0.2508 -1.4696
H -2.6132 -0.8069 1.2708
H 0.3581 0.3464 -1.7766
H 0.5776 -2.1368 -1.1879
H -2.2016 2.3182 0.7072
H -0.3318 1.3926 1.7071
H -2.7333 -2.3223 -0.0244
*
```